C31H35Cl2N9OTi as an isolated structure, computed with ωB97M-V/def2-TZVPD.

The geometry in ORCA input format:
```
! RIJCOSX wB97M-V def2-TZVPD def2/J DEFGRID3
* xyz 2 3
Ti -0.1592 0.3520 -0.1610
C -2.5104 2.4603 -0.2053
N -2.0269 1.4347 -1.1358
C -1.6901 1.9840 -2.4658
C -0.3355 1.5416 -2.9193
N 0.5741 1.0285 -2.1253
C 1.6881 0.7856 -2.9378
C 2.9456 0.2657 -2.6339
C 3.8495 0.1395 -3.6683
C 3.5286 0.5231 -4.9797
C 2.2943 1.0524 -5.2932
C 1.3908 1.1725 -4.2439
N 0.0882 1.6521 -4.1941
C -1.3275 3.1474 0.4051
N -0.1888 2.5278 0.6209
C 0.6421 3.4784 1.2181
C 1.9714 3.3917 1.6283
C 2.5401 4.5149 2.1896
C 1.8163 5.7093 2.3405
C 0.5048 5.8158 1.9277
C -0.0583 4.6753 1.3652
N -1.3169 4.4274 0.8304
H -3.0810 1.9715 0.5884
H -3.1807 3.1863 -0.6769
H -2.7232 0.7072 -1.2450
H -1.6998 3.0762 -2.4167
H -2.4401 1.6959 -3.2055
H 3.2136 -0.0128 -1.6255
H 4.8347 -0.2582 -3.4649
H 4.2682 0.4083 -5.7600
H 2.0470 1.3573 -6.3008
H -0.4425 2.0092 -4.9713
H 2.5429 2.4845 1.4917
H 3.5707 4.4825 2.5156
H 2.3014 6.5680 2.7834
H -0.0500 6.7378 2.0342
H -2.0708 5.0908 0.7584
Cl -1.2073 -3.9473 -2.5278
C 0.3023 -3.4888 -1.7935
C 1.4193 -4.3298 -1.9671
C 2.6153 -4.0117 -1.3978
Cl 3.9764 -5.0463 -1.6273
C 2.7429 -2.8370 -0.6071
C 3.9278 -2.4530 0.0542
C 3.9318 -1.3205 0.8197
C 2.7637 -0.5509 0.9097
N 1.6448 -0.8585 0.2859
C 1.6137 -2.0037 -0.4621
C 0.3569 -2.3024 -1.0869
O -0.6605 -1.4838 -0.9367
H 1.3196 -5.2281 -2.5605
H 4.8149 -3.0633 -0.0456
H 4.8233 -1.0095 1.3460
H 2.7491 0.3530 1.5076
N -1.8139 -3.3616 0.6491
C -2.0796 -3.3965 2.1237
C -3.5386 -3.0523 2.3991
C -3.8325 -1.5631 2.2516
N -3.6265 -1.1624 0.8474
C -2.9390 -0.7617 3.1900
C -1.4350 -1.0289 3.1045
N -0.7567 -0.1307 2.1295
C -1.0914 -2.5168 2.8966
H -2.4600 -3.9570 0.1298
H -0.8719 -3.6936 0.4211
H -1.8873 -2.4019 0.2517
H -1.8982 -4.4311 2.4163
H -3.7687 -3.3647 3.4193
H -4.1952 -3.6389 1.7495
H -4.8668 -1.3886 2.5649
H -3.7461 -0.1589 0.7708
H -4.3625 -1.5670 0.2742
H -3.2576 -1.0003 4.2076
H -3.1301 0.3094 3.0675
H -1.0287 -0.7802 4.0882
H 0.2436 -0.2051 2.3141
H -0.9831 0.8269 2.3923
H -1.0330 -2.9662 3.8897
H -0.0865 -2.6120 2.4735
*
```

As for the energy above the lowest of the compared OMol25 structures with the same formula, charge and spin: 5.7 kcal/mol. The HOMO-LUMO gap (spin up / spin down) comes out at 0.238 / 0.285 Eh. Its HOMO energy (spin up / spin down) is -11.301 / -12.651 eV. The total energy comes out at -3539.94864 Eh.

Quick look at the Löwdin charges, all values in e: atom 1 (Ti): 0.86, atom 2 (C): -0.11, atom 3 (N): -0.09, atom 4 (C): -0.08, atom 5 (C): -0.29, atom 6 (N): 0.09, atom 7 (C): -0.18, atom 8 (C): 0.00, atom 9 (C): -0.06, atom 10 (C): -0.06, atom 11 (C): 0.00, atom 12 (C): -0.17, atom 13 (N): 0.19, atom 14 (C): -0.31, atom 15 (N): 0.08, atom 16 (C): -0.20, atom 17 (C): -0.01, atom 18 (C): -0.06, atom 19 (C): -0.06, atom 20 (C): 0.00, atom 21 (C): -0.17, atom 22 (N): 0.19, atom 23 (H): 0.12, atom 24 (H): 0.14, atom 25 (H): 0.12, atom 26 (H): 0.14, atom 27 (H): 0.14, atom 28 (H): 0.09, atom 29 (H): 0.11, atom 30 (H): 0.11, atom 31 (H): 0.12, atom 32 (H): 0.18, atom 33 (H): 0.09, atom 34 (H): 0.11, atom 35 (H): 0.12, atom 36 (H): 0.12, atom 37 (H): 0.18, atom 38 (Cl): 0.74, atom 39 (C): -0.58, atom 40 (C): -0.10, atom 41 (C): -0.60, atom 42 (Cl): 0.75, atom 43 (C): -0.16, atom 44 (C): 0.00, atom 45 (C): -0.02, atom 46 (C): -0.12, atom 47 (N): 0.01, atom 48 (C): -0.16, atom 49 (C): -0.42, atom 50 (O): -0.25, atom 51 (H): 0.12, atom 52 (H): 0.10, atom 53 (H): 0.12, atom 54 (H): 0.10, atom 55 (N): 0.20, atom 56 (C): -0.26, atom 57 (C): -0.09, atom 58 (C): -0.36, atom 59 (N): 0.07, atom 60 (C): -0.10, atom 61 (C): -0.32, atom 62 (N): 0.02, atom 63 (C): -0.07, atom 64 (H): 0.15, atom 65 (H): 0.13, atom 66 (H): 0.10, atom 67 (H): 0.16, atom 68 (H): 0.14, atom 69 (H): 0.13, atom 70 (H): 0.15, atom 71 (H): 0.06, atom 72 (H): 0.10, atom 73 (H): 0.14, atom 74 (H): 0.12, atom 75 (H): 0.14, atom 76 (H): 0.07, atom 77 (H): 0.08, atom 78 (H): 0.14, atom 79 (H): 0.13